# 1
C20H37N4O6S2Si | wB97M-V/def2-TZVPD

Total charge: +1

Atoms and positions in Å:
C1 -0.9302 2.2270 -3.5697
C2 0.2227 3.0128 -2.8078
N1 1.2045 2.1608 -2.0838
C3 0.5809 1.3840 -1.0426
C4 -0.7114 1.7658 -0.3534
C5 -1.3173 0.9166 0.7065
C6 -0.4669 -0.3176 1.0298
O1 -0.9000 -1.2374 2.0282
C7 -1.3013 -0.5027 3.1399
N2 -1.4759 -0.0921 4.2216
N3 0.6977 -0.4663 0.3148
C8 1.5108 -1.6799 0.7209
C9 2.1373 -1.5474 2.1697
O2 3.4683 -1.0176 2.1897
Si1 3.6372 -0.0333 3.6126
C10 5.4703 0.4188 3.9911
C11 2.7732 1.6528 3.2296
C12 2.9592 -0.8437 5.2062
N4 1.2415 0.2372 -0.6488
H1 -1.3483 2.9319 -4.3619
H2 -1.7949 2.0827 -2.8374
H3 -0.6224 1.2309 -3.9934
H4 -0.2110 3.8036 -2.1109
H5 0.7973 3.6074 -3.5902
H6 1.5827 1.4779 -2.7699
H7 -1.2275 2.7206 -0.6549
H8 -2.2888 1.1425 1.2215
H9 0.8362 -2.5955 0.7219
H10 2.3218 -1.8801 -0.0504
H11 2.1390 -2.5974 2.6168
H12 1.4610 -0.9252 2.8539
H13 6.1000 -0.4709 3.7001
H14 5.5085 0.5715 5.1216
H15 5.7896 1.3808 3.4917
H16 1.7187 1.6922 3.6531
H17 3.3667 2.5079 3.6933
H18 2.6859 1.8480 2.1165
H19 3.7756 -1.2710 5.8669
H20 2.3994 -0.0220 5.7682
H21 2.1890 -1.6378 4.9723
C13 -5.8423 -1.8584 5.1410
C14 -4.4528 -1.9830 4.5108
C15 -4.6466 -2.2126 3.0104
S1 -6.2005 -1.4332 2.5812
O3 -7.1300 -2.4562 2.1731
O4 -5.9380 -0.2643 1.7718
C16 -6.6213 -0.9106 4.2358
H22 -5.7916 -1.4839 6.1643
H23 -6.3270 -2.8390 5.1635
H24 -3.8959 -1.0556 4.6719
H25 -3.8765 -2.7934 4.9613
H26 -3.8441 -1.7613 2.4264
H27 -4.7251 -3.2745 2.7748
H28 -7.6993 -0.9669 4.3797
H29 -6.2787 0.1188 4.3569
C17 1.4371 1.0784 -7.8952
C18 2.6819 0.2191 -8.1301
C19 3.2179 -0.1975 -6.7578
S2 1.8056 -0.2310 -5.6584
O5 1.9748 0.8039 -4.6570
O6 1.5078 -1.5971 -5.3033
C20 0.6084 0.3310 -6.8576
H30 0.8753 1.2385 -8.8164
H31 1.7323 2.0571 -7.5046
H32 2.4070 -0.6708 -8.7036
H33 3.4404 0.7554 -8.7023
H34 3.6751 -1.1859 -6.7863
H35 3.9311 0.5306 -6.3688
H36 -0.1389 0.9574 -6.3719
H37 0.1346 -0.5508 -7.2927

# 2
C20H38BN7O13P | wB97M-V/def2-TZVPD

Energy relative to the best compared isomer or geometry (same formula, charge and spin) in kJ/mol: 115.9
Total charge: +1

Atoms and positions in Å:
C1 -2.5982 0.0988 0.5296
O1 -2.4977 1.2189 -0.3782
B1 -1.2069 1.6293 -0.5535
O2 -0.8615 2.9590 -0.3625
N1 -0.1328 0.6718 -1.0090
C2 -0.1582 0.2837 -2.2919
N2 0.8526 -0.5678 -2.5481
C3 1.4758 -0.6648 -1.3331
N3 2.5468 -1.4629 -1.2064
C4 3.3171 -1.7243 0.0169
C5 2.6814 -2.8287 0.9564
C6 3.6192 -4.0371 1.1979
N4 3.5260 -4.7332 2.4792
O3 4.4111 -4.4397 0.4208
P1 3.0942 -2.3185 -2.7129
N5 4.5410 -1.4884 -3.2306
O4 3.5161 -3.8723 -2.3136
N6 0.9089 0.0961 -0.3517
C7 1.2077 0.3602 1.0423
C8 2.3202 1.4830 1.1882
N7 1.8841 2.5730 2.0748
H1 -1.8520 -0.7011 0.3311
H2 -3.5879 -0.3881 0.4324
H3 -2.5121 0.4935 1.5631
H4 -0.5189 3.2583 -1.2247
H5 -0.9460 0.6386 -2.9627
H6 3.5225 -0.8159 0.6169
H7 4.3171 -2.1209 -0.2612
H8 2.5319 -2.3499 1.9502
H9 1.6812 -3.0899 0.5629
H10 3.9151 -4.1274 3.2043
H11 2.5453 -4.8908 2.7183
H12 5.3707 -2.0590 -3.0575
H13 4.6129 -0.5687 -2.7985
H14 3.5136 -4.3979 -3.1313
H15 0.3499 0.7090 1.6449
H16 1.6149 -0.5148 1.5784
H17 2.5583 1.8641 0.1727
H18 3.2363 1.0355 1.6416
H19 1.3040 2.2339 2.8379
H20 2.7050 3.0045 2.4951
C9 5.2203 -7.7834 2.3550
C10 5.8360 -8.1348 3.6878
C11 6.4981 -9.4858 3.7337
O5 6.4085 -9.8136 5.1233
C12 5.3158 -9.1667 5.6123
O6 4.8452 -9.3543 6.6852
O7 4.8325 -8.2738 4.7019
H21 4.5727 -8.5869 1.9964
H22 4.5966 -6.8926 2.4495
H23 5.9908 -7.5966 1.6057
H24 6.5219 -7.3419 4.0037
H25 7.5366 -9.4596 3.4078
H26 5.9623 -10.2500 3.1647
C13 -5.6878 4.3769 -0.2323
C14 -5.9099 2.8984 -0.4454
C15 -5.8280 2.4681 -1.8812
O8 -6.6457 1.2944 -1.8866
C16 -7.5620 1.4506 -0.8862
O9 -8.5028 0.7483 -0.7216
O10 -7.2471 2.5220 -0.1018
H27 -6.3247 4.9645 -0.8984
H28 -5.9503 4.6584 0.7889
H29 -4.6445 4.6466 -0.4139
H30 -5.2282 2.3191 0.1881
H31 -4.8100 2.2335 -2.1921
H32 -6.2582 3.1913 -2.5786
C17 -4.1625 9.4804 -2.2290
C18 -4.3494 7.9974 -2.4419
C19 -4.2604 7.5584 -3.8786
O11 -5.0548 6.3668 -3.8734
C20 -5.9686 6.5086 -2.8762
O12 -6.8988 5.7869 -2.7055
O13 -5.6800 7.5858 -2.1005
H33 -4.8101 10.0576 -2.8915
H34 -4.4308 9.7555 -1.2084
H35 -3.1276 9.7720 -2.4113
H36 -3.6541 7.4374 -1.8076
H37 -3.2405 7.3437 -4.1933
H38 -4.7096 8.2681 -4.5774

The following electronic energy values (in eV) correspond, in order, to the records above: -69123.705; -68365.701.
The following highest occupied orbital energy values (in eV) correspond, in order, to the records above: -12.31; -11.47.